No. 1
DFT (ωB97M-V with the def2-TZVPD basis set) results for a single CH5PS2 molecule at a distorted geometry.

```
9
Properties=species:S:1:pos:R:3
S 1.710 -1.577 -0.497
C 0.822 0.021 -0.316
P -1.050 -0.334 0.307
S -2.017 1.398 -0.148
H 2.272 -1.690 0.714
H 1.214 0.780 0.241
H 0.690 0.534 -1.260
H -1.263 -1.056 -0.867
H -2.791 1.299 1.086
```

Calculated values
energy: -1178.7926 Ha
structure (SMILES): SCPS
charge: 0
HOMO-LUMO gap: 9.66 eV
E_HOMO: -9.01 eV

No. 2
DFT (ωB97M-V with the def2-TZVPD basis set) results for a molecular structure, C24H21Cl2LaN2O2S at a distorted geometry.

```
53
Properties=species:S:1:pos:R:3
La -1.721 -0.647 0.816
Cl -2.473 1.449 2.654
C -3.071 0.320 3.896
Cl -2.595 -1.329 3.423
H -4.152 0.380 3.943
H -2.611 0.560 4.847
S -2.526 -3.929 -2.611
C -1.426 -4.677 -1.552
C -1.055 -3.864 -0.517
C -1.685 -2.589 -0.546
C -2.511 -2.477 -1.654
C -3.319 -1.311 -1.984
C -4.111 -1.244 -3.133
C -4.892 -0.133 -3.370
C -4.864 0.921 -2.460
C -4.048 0.806 -1.360
N -3.289 -0.274 -1.104
H -1.105 -5.692 -1.730
H -0.353 -4.192 0.239
H -4.104 -2.073 -3.827
H -5.521 -0.083 -4.248
H -5.462 1.808 -2.605
H -3.997 1.615 -0.637
C 4.118 2.247 -0.981
O 3.521 1.544 0.110
C 2.747 2.219 0.970
C 2.456 3.575 0.843
C 1.732 4.241 1.814
C 1.266 3.564 2.933
C 1.544 2.221 3.073
C 2.272 1.531 2.107
N 2.673 0.202 2.426
C 2.854 -0.858 1.679
C 2.335 -1.105 0.377
C 3.077 -1.920 -0.497
C 2.690 -2.103 -1.799
C 1.540 -1.463 -2.267
C 0.746 -0.725 -1.414
C 1.090 -0.568 -0.059
O 0.250 -0.010 0.800
H 4.719 1.510 -1.504
H 4.765 3.051 -0.626
H 3.356 2.648 -1.651
H 2.833 4.124 -0.007
H 1.550 5.302 1.706
H 0.715 4.091 3.700
H 1.204 1.683 3.952
H 2.955 0.112 3.395
H 3.459 -1.636 2.135
H 4.008 -2.345 -0.139
H 3.286 -2.713 -2.463
H 1.275 -1.543 -3.313
H -0.145 -0.221 -1.781
```

Calculated values
energy: -2536.7936 Ha
charge: +2
HOMO-LUMO gap: 6.86 eV
E_HOMO: -13.19 eV

No. 3
DFT (ωB97M-V with the def2-TZVPD basis set) results for 4 unconnected molecules or ions with the total composition C2H2N2O at a distorted geometry.

```
7
Properties=species:S:1:pos:R:3
C -0.525 1.534 -0.670
C 0.521 -0.980 -0.448
N -0.206 2.478 -0.032
N -1.048 0.556 -1.207
O 1.371 -1.730 -0.613
H 0.011 -0.942 1.048
H -0.123 -0.916 1.922
```

Calculated values
energy: -261.9373 Ha
charge: 0
HOMO-LUMO gap (alpha / beta): 7.88 / 7.76 eV
E_HOMO (alpha / beta): -10.86 / -10.70 eV

No. 4
DFT (ωB97M-V with the def2-TZVPD basis set) results for 7 unconnected molecules or ions with the total composition C3H20N6O7 at a distorted geometry.

```
36
Properties=species:S:1:pos:R:3
N -1.162 5.336 2.711
C -1.724 4.308 3.403
N -2.224 3.388 2.607
O -1.869 4.336 4.630
H -1.153 5.276 1.703
H -0.888 6.134 3.266
H -1.874 3.418 1.661
H -2.849 2.648 2.894
N 0.275 -0.670 -0.258
C -0.936 -0.339 -0.043
N -1.018 0.908 0.090
O -1.830 -1.041 0.195
H 1.023 0.007 -0.218
H 0.294 -1.674 -0.151
H -1.822 1.196 0.628
H -0.294 1.536 -0.228
N 4.073 -1.962 -3.782
C 3.983 -2.386 -2.515
N 2.811 -2.974 -2.096
O 4.999 -2.327 -1.769
H 3.317 -2.059 -4.445
H 5.024 -1.900 -4.117
H 2.106 -3.116 -2.805
H 2.674 -3.110 -1.104
O -3.960 -2.117 -0.995
H -4.008 -1.444 -1.674
H -3.253 -1.827 -0.419
O -3.384 -0.092 2.336
H -2.819 -0.712 1.876
H -3.114 -0.156 3.253
O 1.718 -3.572 0.602
H 2.361 -3.963 1.194
H 0.876 -3.917 0.900
O 1.899 1.130 -2.437
H 1.144 1.350 -2.983
H 1.605 0.387 -1.910
```

Calculated values
energy: -981.5704 Ha
structure (SMILES): NC(N)=O.NC(N)=O.NC(N)=O.O.O.O.O
charge: 0
HOMO-LUMO gap: 9.59 eV
E_HOMO: -9.72 eV

No. 5
DFT (ωB97M-V with the def2-TZVPD basis set) results for a gas-phase ion, C3H5Cl2N2 (charge +1) at a distorted geometry.

```
12
Properties=species:S:1:pos:R:3
C -0.897 0.497 -0.476
C 0.683 -1.119 -0.035
C 1.113 0.036 0.924
N -0.567 -0.765 -0.675
N -0.189 1.184 0.367
Cl 1.903 -1.127 -1.343
Cl 1.133 -0.186 2.639
H -1.780 0.814 -1.057
H 0.604 -2.134 0.340
H 2.086 0.406 0.388
H -1.182 -1.561 -1.066
H -0.138 2.198 0.546
```

Calculated values
multiplicity: 3
expectation value of S²: 2.0104
energy: -1146.7312 Ha
charge: +1
HOMO-LUMO gap (alpha / beta): 6.61 / 7.16 eV
E_HOMO (alpha / beta): -10.56 / -15.74 eV

No. 6
DFT (ωB97M-V with the def2-TZVPD basis set) results for 2 unconnected molecules or ions with the total composition C6H12O at a distorted geometry.

```
19
Properties=species:S:1:pos:R:3
C 2.175 -0.738 -0.321
C 0.725 -0.378 0.090
O 0.653 -0.323 1.504
C 0.374 0.891 -0.676
C -1.610 1.406 0.567
C -2.218 0.204 0.384
C -0.225 -1.316 -0.456
H 2.840 0.093 -0.057
H 2.270 -0.929 -1.395
H 2.492 -1.625 0.233
H 0.808 0.602 1.738
H 1.238 1.376 -1.153
H -0.490 0.887 -1.322
H -1.152 1.653 1.520
H -1.791 2.245 -0.098
H -2.869 0.018 -0.467
H -2.243 -0.521 1.190
H -0.046 -1.712 -1.451
H -0.932 -1.834 0.172
```

Calculated values
energy: -310.8527 Ha
charge: 0
HOMO-LUMO gap (alpha / beta): 8.32 / 7.95 eV
E_HOMO (alpha / beta): -8.04 / -8.01 eV

No. 7
DFT (ωB97M-V with the def2-TZVPD basis set) results for 6 unconnected molecules or ions with the total composition C41H61BrCl2F3N4O10S7 at a distorted geometry.

```
129
Properties=species:S:1:pos:R:3
C 2.237 -1.537 7.180
C 1.067 -1.913 6.698
N 0.893 -1.986 5.256
C 0.618 -0.857 4.537
N 0.554 0.358 5.237
C 0.425 -0.906 3.180
C 0.128 0.325 2.339
C -0.776 1.385 3.021
C -1.747 2.021 2.072
F -1.345 3.193 1.483
C -3.003 1.560 1.701
F -3.290 0.919 0.592
F -4.070 1.804 2.466
C 0.545 -2.163 2.554
C 0.390 -2.341 1.061
C 1.800 -2.606 0.424
C 1.960 -1.938 -0.957
S 1.664 -0.141 -0.886
C 1.345 0.286 -2.625
S 2.615 0.733 -3.515
N 0.045 0.201 -3.112
C -0.867 -0.757 -2.703
C -2.000 -0.518 -3.400
N -1.818 0.596 -4.203
C -0.614 0.994 -4.023
C 0.850 -3.312 3.311
C 1.015 -4.656 2.686
Cl 2.636 -5.236 2.377
C -0.015 -5.430 2.345
C 0.084 -6.774 1.687
Cl -1.613 -4.780 2.700
C 1.013 -3.180 4.660
Br 1.448 -4.689 5.725
H 2.479 -1.534 8.237
H 3.022 -1.271 6.469
H 0.254 -2.163 7.376
H 1.462 0.685 5.545
H -0.095 0.332 6.016
H -0.421 -0.029 1.459
H 1.062 0.738 1.936
H -0.133 2.194 3.392
H -1.256 0.939 3.904
H -0.212 -3.239 0.885
H -0.122 -1.518 0.564
H 2.562 -2.247 1.128
H 1.946 -3.676 0.261
H 1.355 -2.463 -1.704
H 3.005 -2.090 -1.259
H -0.676 -1.536 -1.983
H -2.887 -1.131 -3.313
H -0.121 1.843 -4.482
H -0.847 -6.931 1.127
H 0.151 -7.576 2.432
H 0.906 -6.849 0.973
C -2.954 4.401 -3.489
C -3.459 5.849 -3.436
C -2.919 6.568 -4.678
S -2.711 5.302 -5.936
O -1.306 5.172 -6.231
O -3.690 5.494 -6.977
C -3.207 3.924 -4.914
H -3.461 3.768 -2.762
H -1.883 4.375 -3.271
H -4.551 5.854 -3.453
H -3.144 6.354 -2.523
H -3.610 7.324 -5.044
H -1.945 7.017 -4.492
H -2.630 3.040 -5.181
H -4.268 3.746 -5.087
C -5.810 -0.493 5.352
C -5.698 -0.720 6.868
C -4.230 -0.467 7.254
S -3.606 0.717 6.056
O -2.592 0.086 5.237
O -3.370 1.978 6.707
C -5.074 0.813 5.077
H -6.846 -0.444 5.020
H -5.324 -1.316 4.822
H -6.345 -0.018 7.395
H -6.010 -1.725 7.149
H -4.133 -0.047 8.252
H -3.636 -1.377 7.176
H -4.779 0.949 4.037
H -5.652 1.668 5.428
C -6.701 2.068 -7.578
C -5.477 2.013 -8.500
C -4.420 1.143 -7.808
S -5.323 -0.010 -6.769
O -5.018 0.279 -5.389
O -5.205 -1.339 -7.313
C -6.954 0.630 -7.133
H -7.570 2.487 -8.084
H -6.481 2.695 -6.710
H -5.760 1.560 -9.453
H -5.087 3.008 -8.713
H -3.821 0.584 -8.523
H -3.772 1.735 -7.164
H -7.583 0.555 -6.249
H -7.371 0.033 -7.943
C 7.068 4.523 -5.397
C 6.190 4.788 -4.167
C 5.047 3.766 -4.191
S 5.682 2.324 -5.054
O 4.949 2.163 -6.282
O 5.843 1.238 -4.118
C 7.288 3.014 -5.433
H 8.013 5.062 -5.343
H 6.546 4.846 -6.300
H 6.784 4.655 -3.260
H 5.805 5.807 -4.159
H 4.741 3.476 -3.188
H 4.188 4.137 -4.749
H 7.624 2.649 -6.401
H 7.978 2.697 -4.651
C 7.644 -5.336 5.227
C 7.199 -5.093 3.781
C 5.678 -4.907 3.795
S 5.266 -4.244 5.412
O 4.473 -5.212 6.131
O 4.833 -2.869 5.278
C 6.932 -4.278 6.062
H 8.726 -5.267 5.335
H 7.336 -6.334 5.547
H 7.678 -4.189 3.400
H 7.488 -5.915 3.127
H 5.347 -4.209 3.030
H 5.157 -5.856 3.682
H 6.905 -4.511 7.124
H 7.369 -3.292 5.904
```

Calculated values
energy: -9151.1433 Ha
charge: +1
HOMO-LUMO gap: 6.48 eV
E_HOMO: -9.74 eV

No. 8
DFT (ωB97M-V with the def2-TZVPD basis set) results for a gas-phase ion, C5H10NO (charge -1) at a distorted geometry.

```
17
Properties=species:S:1:pos:R:3
C -2.443 0.715 0.009
C -1.315 -0.015 -0.122
N -1.203 -1.313 -0.602
C -0.072 0.474 0.580
C 1.228 0.660 -0.199
C 2.216 -0.472 0.064
O 3.273 -0.230 -0.691
H -3.489 0.311 -0.242
H -2.358 1.869 0.175
H -2.043 -1.822 -0.599
H -0.326 -1.811 -0.529
H 0.183 -0.116 1.483
H -0.318 1.459 0.973
H 0.936 0.690 -1.323
H 1.732 1.614 0.156
H 2.358 -0.645 1.237
H 1.641 -1.367 -0.371
```

Calculated values
energy: -326.4432 Ha
structure (SMILES): C=C(N)CCC[O-]
charge: -1
HOMO-LUMO gap: 6.08 eV
E_HOMO: -2.26 eV